[1]
7 unconnected molecules or ions with the total composition H14O7. Source: the OMol25 dataset; level of theory: ωB97M-V with the def2-TZVPD basis set.

```
21
Properties=species:S:1:pos:R:3:forces:R:3
O -2.235 1.392 1.686 -0.350 0.785 0.508
H -1.896 0.992 2.487 -0.064 -0.047 0.160
H -1.918 0.826 0.982 0.040 -0.394 -0.394
O -1.114 -1.134 -2.320 0.090 -0.230 -0.103
H -1.987 -1.086 -2.708 -0.391 0.188 -0.006
H -0.716 -1.907 -2.721 0.175 -0.379 0.001
O 3.495 0.080 1.409 0.689 -0.293 0.128
H 3.638 0.057 2.356 0.180 -0.143 0.195
H 2.591 0.378 1.311 -0.265 0.074 -0.249
O -0.848 -0.270 0.172 0.047 -0.109 0.054
H -0.097 0.301 0.330 0.460 0.308 0.518
H -0.714 -0.603 -0.716 -0.372 -0.376 -0.509
O 1.276 1.412 0.897 -0.466 0.060 -0.135
H 1.386 2.079 1.575 -0.133 0.237 0.306
H 1.277 1.902 0.075 0.171 0.228 -0.362
O -1.005 -1.859 2.448 -0.005 -0.476 0.584
H -1.029 -1.127 3.064 -0.011 0.029 0.187
H -0.963 -1.446 1.586 0.032 0.274 -0.561
O 0.393 0.365 -4.079 0.343 0.440 -0.314
H 0.415 -0.434 -4.605 0.068 -0.100 -0.187
H 0.051 0.084 -3.230 -0.238 -0.075 0.179
```
Forces are in eV/Å.

Summary:
- multiplicity = 1
- energy above the lowest of the compared OMol25 structures with the same formula, charge and spin (kJ/mol) = 166.1
- HOMO (eV) = -10.836
- orbital gap (eV) = 10.7
- structure (SMILES) = O.O.O.O.O.O.O

Results of the natural (NBO) charge analysis, in e, for atoms 1 through 4: -0.9621, 0.4508, 0.4877, -0.9559

[2]
7 unconnected molecules or ions with the total composition H14O7. Source: the OMol25 dataset; level of theory: ωB97M-V with the def2-TZVPD basis set.

```
21
Properties=species:S:1:pos:R:3:forces:R:3
O -0.879 -2.166 -0.803 1.477 0.006 0.570
H -0.001 -2.249 -0.289 -1.307 0.142 -0.412
H -1.533 -2.655 -0.300 0.104 -0.437 0.148
O 2.776 -1.090 -1.643 -0.142 -0.314 -0.472
H 1.867 -1.193 -1.946 0.008 -0.159 -0.309
H 2.748 -0.177 -1.343 0.147 0.366 0.303
O 1.544 -2.054 0.635 -0.595 2.575 0.636
H 1.645 -1.029 0.619 -0.630 -2.142 0.232
H 2.043 -2.200 -0.156 1.027 -0.574 -0.909
O 0.153 2.680 0.882 -0.847 -0.941 0.870
H 0.176 3.288 0.167 0.253 0.996 -0.981
H -0.834 2.453 0.951 0.919 0.109 0.095
O -2.344 2.092 1.020 -0.708 -0.085 1.879
H -2.594 1.699 1.894 0.357 0.750 -0.926
H -2.571 1.367 0.435 -0.088 -0.768 -0.866
O 1.877 0.859 0.074 -0.402 -0.133 0.441
H 1.135 1.438 0.415 0.293 0.055 -0.315
H 2.424 0.731 0.852 0.380 0.233 0.146
O -2.645 -0.291 -0.225 0.398 -0.563 -0.280
H -1.791 -0.801 -0.336 -0.580 0.556 0.002
H -3.197 -0.704 -0.902 -0.063 0.331 0.148
```
Forces are in eV/Å.

Summary:
- multiplicity = 1
- energy above the lowest of the compared OMol25 structures with the same formula, charge and spin (kJ/mol) = 88.7
- HOMO (eV) = -11.393
- orbital gap (eV) = 11.9
- structure (SMILES) = O.O.O.O.O.O.O

Results of the natural (NBO) charge analysis, in e, for atoms 1 through 4: -0.9886, 0.5154, 0.4756, -0.9587

[3]
7 unconnected molecules or ions with the total composition H14O7. Source: the OMol25 dataset; level of theory: ωB97M-V with the def2-TZVPD basis set.

```
21
Properties=species:S:1:pos:R:3:forces:R:3
O -2.561 -0.968 0.747 -0.258 -0.071 0.072
H -2.570 -1.921 0.872 0.005 -0.018 -0.014
H -1.978 -0.817 -0.002 0.185 0.069 0.116
O 2.626 -0.567 1.104 0.143 0.011 -0.088
H 3.000 -0.572 0.217 0.059 -0.010 0.002
H 2.982 -1.360 1.518 -0.015 -0.005 0.052
O -0.294 2.111 2.275 0.143 0.073 0.018
H -0.861 1.524 2.785 0.009 -0.048 0.016
H -0.190 1.655 1.429 -0.281 -0.017 0.001
O 0.894 0.409 -3.125 -0.148 0.025 0.053
H 0.344 0.857 -3.776 0.058 0.079 -0.034
H 1.793 0.650 -3.367 0.034 -0.009 0.020
O 0.872 -0.749 3.707 0.082 -0.020 0.023
H 1.259 -0.455 2.874 -0.096 0.105 0.025
H 1.060 -1.689 3.758 -0.060 -0.030 -0.007
O -2.745 0.269 -3.219 0.051 0.071 -0.022
H -2.906 0.332 -4.165 -0.042 -0.024 -0.014
H -1.795 0.143 -3.135 0.009 -0.116 0.046
O 0.036 0.282 0.037 0.127 0.233 -0.291
H 0.949 0.319 0.355 -0.111 -0.326 0.042
H 0.086 0.549 -0.890 0.105 0.030 -0.018
```
Forces are in eV/Å.

Summary:
- multiplicity = 1
- energy above the lowest of the compared OMol25 structures with the same formula, charge and spin (kJ/mol) = 182.8
- HOMO (eV) = -10.329
- orbital gap (eV) = 10.1
- structure (SMILES) = O.O.O.O.O.O.O

Results of the natural (NBO) charge analysis, in e, for atoms 1 through 4: -0.9384, 0.4610, 0.4766, -0.9588

[4]
7 unconnected molecules or ions with the total composition H14O7. Source: the OMol25 dataset; level of theory: ωB97M-V with the def2-TZVPD basis set.

```
21
Properties=species:S:1:pos:R:3:forces:R:3
O -2.845 -4.868 2.773 -0.027 0.099 0.243
H -3.250 -5.714 2.579 -0.100 -0.206 -0.013
H -2.502 -4.568 1.932 0.178 0.119 -0.299
O -0.879 0.352 -0.148 -0.090 0.202 -0.246
H -0.921 -0.598 -0.032 -0.031 -0.296 -0.045
H -0.621 0.687 0.710 0.134 0.209 0.260
O -1.556 3.301 -2.242 0.157 0.210 -0.113
H -1.449 2.544 -1.666 0.094 -0.362 0.214
H -2.500 3.457 -2.260 -0.209 0.052 -0.039
O 1.556 1.797 -4.836 0.002 -0.175 -0.216
H 1.473 1.628 -3.898 -0.104 -0.044 0.251
H 2.029 2.628 -4.889 0.083 0.213 -0.039
O 4.313 0.576 2.288 0.112 0.083 -0.188
H 4.638 -0.134 2.841 0.120 -0.182 0.111
H 3.496 0.850 2.704 -0.267 0.122 0.076
O 0.754 3.067 2.381 -0.014 -0.319 -0.009
H 1.391 3.666 1.993 0.185 0.126 -0.171
H 0.200 3.626 2.926 -0.174 0.112 0.154
O -1.187 -4.042 -0.674 -0.108 0.077 0.304
H -1.768 -3.896 -1.420 -0.193 0.053 -0.192
H -0.372 -4.358 -1.063 0.253 -0.093 -0.045
```
Forces are in eV/Å.

Summary:
- multiplicity = 1
- energy above the lowest of the compared OMol25 structures with the same formula, charge and spin (kJ/mol) = 194.7
- HOMO (eV) = -11.185
- orbital gap (eV) = 11.5
- structure (SMILES) = O.O.O.O.O.O.O

Results of the natural (NBO) charge analysis, in e, for atoms 1 through 4: -0.9410, 0.4656, 0.4752, -0.9533